Below is a structure of composition C24H23BClNPV at a distorted geometry, with properties calculated with wB97M-V/def2-TZVPD.

Values from the calculation:
E	-2753.18769	Eh
charge	+1
multiplicity	2
maximum force	0.1681	Eh/bohr
highest occupied orbital energy (spin up / spin down)	-12.308 / -12.298	eV
gap between HOMO and LUMO (spin up / spin down)	6.261 / 6.743	eV

Element x y z (Å)
C  -0.95864  -1.78859  3.34631
C  -0.97813  -1.68294  1.93378
C  0.36623  -1.94893  1.48111
H  -1.83960  -1.49537  1.31608
C  1.22480  -2.01285  2.61964
C  0.40033  -1.91079  3.77312
H  0.75067  -2.09316  4.78249
H  -1.83561  -1.84194  3.97199
H  0.65171  -2.17208  0.45499
H  2.29960  -2.14554  2.61617
V  0.23358  -0.18597  2.49444
Cl  2.07549  1.20840  2.06007
P  -0.05317  0.28235  -0.36953
C  1.09679  -0.78568  -1.34991
C  0.71155  -1.44537  -2.52446
H  -0.33247  -1.49841  -2.82753
C  1.65762  -2.04585  -3.35361
H  1.32905  -2.51960  -4.28207
C  3.00158  -2.06540  -2.98010
H  3.74033  -2.54618  -3.63077
C  3.39121  -1.48935  -1.76047
H  4.43680  -1.57220  -1.44926
C  2.45165  -0.84821  -0.95338
H  2.76945  -0.39516  -0.01030
C  -1.60795  -0.17177  -1.28476
C  -2.14292  -1.48226  -1.17053
H  -1.58281  -2.28896  -0.69167
C  -3.42319  -1.76891  -1.66588
H  -3.95114  -2.67552  -1.36244
C  -4.03700  -0.86508  -2.53865
H  -5.00956  -1.09756  -2.97952
C  -3.41111  0.35064  -2.83619
H  -3.84985  1.03715  -3.56004
C  -2.24168  0.72650  -2.15522
H  -1.83178  1.72337  -2.31699
C  0.38281  1.87257  -1.16955
C  1.04695  1.95324  -2.39897
H  1.49780  1.07015  -2.84866
C  1.14631  3.17442  -3.07057
H  1.64194  3.21113  -4.03912
C  0.63027  4.33417  -2.48716
H  0.69773  5.28500  -3.02435
C  0.05347  4.27902  -1.21415
H  -0.30568  5.20070  -0.75181
C  -0.04795  3.06163  -0.53729
H  -0.45702  3.02703  0.47192
B  0.05408  0.81582  6.89041
C  0.03761  0.77019  5.38430
N  -0.04109  0.83320  4.21324
H  1.06669  0.27641  7.29716
H  -0.97620  0.32821  7.31421
H  0.07046  2.01834  7.17351

Let us look at the natural (NBO) charges, expressed in e, one per atom: C -0.184; C -0.339; C -0.249; H 0.291; C -0.271; C -0.208; H 0.296; H 0.288; H 0.302; H 0.293; V 1.024; Cl -0.264; P 1.033; C -0.286; C -0.244; H 0.235; C -0.193; H 0.234; C -0.179; H 0.235; C -0.203; H 0.234; C -0.243; H 0.236; C -0.381; C -0.168; H 0.200; C -0.224; H 0.233; C -0.181; H 0.236; C -0.190; H 0.235; C -0.192; H 0.239; C -0.392; C -0.185; H 0.231; C -0.201; H 0.233; C -0.172; H 0.234; C -0.223; H 0.234; C -0.127; H 0.210; B -0.652; C 0.588; N -0.674; H 0.073; H 0.071; H 0.104